one.
{
  "formula": "C4H9FN2",
  "method": "ωB97M-V/def2-TZVPD",
  "lumo_ev": 0.83,
  "total_charge": 0,
  "gap_ev": 9.558,
  "multiplicity": 1,
  "smiles": "[H]/N=C(\\N)C(C)(C)F",
  "species": ["H", "N", "C", "N", "C", "C", "C", "F", "H", "H", "H", "H", "H", "H", "H", "H"],
  "xyz": [[0.375, 1.319, 2.266], [0.441, 0.636, 1.489], [0.182, 0.933, 0.297], [-0.118, 2.111, -0.294], [0.060, -0.356, -0.476], [-1.339, -0.933, -0.452], [1.182, -1.289, 0.123], [0.538, -0.005, -1.698], [-0.039, 2.761, 0.493], [-0.112, 2.165, -1.358], [-1.351, -1.878, -1.021], [-1.593, -1.086, 0.560], [-2.071, -0.099, -0.854], [2.139, -0.945, -0.587], [0.677, -2.498, 0.184], [1.030, -0.837, 1.326]]
}

two.
{
  "formula": "C4H9FN2",
  "method": "ωB97M-V/def2-TZVPD",
  "lumo_ev": 0.69,
  "total_charge": 0,
  "gap_ev": 9.822,
  "multiplicity": 1,
  "smiles": "C[C@]1(F)[C@H](N)[C@@H]1N",
  "species": ["C", "C", "F", "C", "N", "C", "N", "H", "H", "H", "H", "H", "H", "H", "H", "H"],
  "xyz": [[-1.019, 1.591, -0.378], [-0.081, 0.380, -0.877], [-0.030, 0.283, -2.220], [-0.264, -0.937, -0.492], [-1.268, -1.310, 0.513], [1.052, -0.347, -0.174], [1.457, -0.175, 1.258], [-0.731, 2.463, -0.973], [-0.717, 1.709, 0.860], [-2.213, 1.466, -0.430], [-0.199, -1.608, -1.443], [-0.631, -2.092, 1.196], [-1.308, -0.400, 1.320], [1.862, -0.947, -0.839], [1.940, 0.832, 1.211], [2.149, -0.909, 1.468]]
}

one is favored, and the nearest alternative lies 0.0566 hartree above it.

one.
{
  "formula": "C3H9N",
  "method": "ωB97M-V/def2-TZVPD",
  "lumo_ev": 1.00,
  "total_charge": 0,
  "gap_ev": 10.177,
  "multiplicity": 1,
  "smiles": "C=CC.N",
  "species": ["C", "C", "C", "H", "H", "H", "H", "H", "H", "N", "H", "H", "H"],
  "xyz": [[1.456, -1.879, 1.978], [1.235, -0.987, 1.009], [-0.139, -0.563, 0.580], [2.346, -2.470, 2.151], [0.743, -1.850, 2.803], [2.065, -0.545, 0.462], [-0.538, -1.313, -0.098], [-0.061, 0.363, 0.015], [-0.831, -0.350, 1.394], [-1.852, 2.747, -2.740], [-2.374, 1.983, -2.340], [-1.191, 2.358, -3.395], [-2.431, 3.466, -3.137]]
}

two.
{
  "formula": "C3H9N",
  "method": "ωB97M-V/def2-TZVPD",
  "lumo_ev": 1.26,
  "total_charge": 0,
  "gap_ev": 10.689,
  "multiplicity": 1,
  "smiles": "C=N.CC",
  "species": ["C", "N", "H", "H", "H", "C", "C", "H", "H", "H", "H", "H", "H"],
  "xyz": [[-6.149, 1.591, -1.329], [-5.534, 1.816, -0.235], [-7.140, 1.651, -1.607], [-5.716, 1.193, -2.295], [-4.580, 1.640, 0.059], [3.539, -1.310, 1.410], [3.777, -0.655, 0.015], [2.852, -0.625, 1.921], [4.485, -1.424, 1.915], [3.044, -2.337, 1.289], [3.902, 0.383, -0.052], [4.694, -1.035, -0.500], [2.827, -0.889, -0.592]]
}

one is favored, and the nearest alternative lies 0.0275 hartree above it.

one.
{
  "formula": "C3H9N",
  "method": "ωB97M-V/def2-TZVPD",
  "lumo_ev": 1.13,
  "total_charge": 0,
  "gap_ev": 10.221,
  "multiplicity": 1,
  "smiles": "C=CC.N",
  "species": ["C", "C", "C", "H", "H", "H", "H", "H", "H", "N", "H", "H", "H"],
  "xyz": [[-0.776, -0.685, -1.913], [-1.476, -0.640, -0.785], [-0.900, -0.567, 0.602], [-1.225, -0.518, -2.878], [0.224, -1.061, -1.903], [-2.552, -0.798, -0.817], [-1.116, 0.399, 1.054], [0.188, -0.572, 0.497], [-1.212, -1.430, 1.181], [2.084, 1.380, 1.012], [1.514, 1.801, 1.737], [2.741, 2.083, 0.705], [2.508, 0.608, 1.509]]
}

two.
{
  "formula": "C3H9N",
  "method": "ωB97M-V/def2-TZVPD",
  "lumo_ev": 1.09,
  "total_charge": 0,
  "gap_ev": 9.189,
  "multiplicity": 1,
  "smiles": "CN(C)C",
  "species": ["C", "N", "C", "C", "H", "H", "H", "H", "H", "H", "H", "H", "H"],
  "xyz": [[0.380, -0.455, 1.401], [-0.342, -0.064, 0.197], [0.173, -0.756, -1.007], [-0.646, 1.275, -0.283], [-0.217, 0.088, 2.139], [0.406, -1.570, 1.527], [1.484, -0.043, 1.318], [-0.718, -1.312, -1.453], [0.686, -1.745, -0.673], [0.753, -0.313, -1.864], [-1.340, 1.142, -1.152], [-0.800, 1.995, 0.517], [0.182, 1.759, -0.667]]
}

one is favored, and the nearest alternative lies 0.0339 hartree above it.